{
  "formula": "C76H156F14N9O18S6",
  "method": "ωB97M-V/def2-TZVPD",
  "largest_force_ha_per_bohr": 0.1377,
  "charge": 3,
  "homo_energy_ev": -13.79,
  "species": ["S", "S", "S", "S", "S", "S", "F", "F", "F", "F", "F", "F", "F", "F", "F", "F", "F", "F", "F", "F", "O", "O", "O", "O", "O", "O", "O", "O", "O", "O", "O", "O", "O", "O", "O", "O", "O", "O", "N", "N", "N", "N", "N", "N", "N", "N", "N", "C", "C", "C", "C", "C", "C", "C", "C", "C", "C", "C", "C", "C", "C", "C", "C", "C", "C", "C", "C", "C", "C", "C", "C", "C", "C", "C", "C", "C", "C", "C", "C", "C", "C", "C", "C", "C", "C", "C", "C", "C", "C", "C", "C", "C", "C", "C", "C", "C", "C", "C", "C", "C", "C", "C", "C", "C", "C", "C", "C", "C", "C", "C", "C", "C", "C", "C", "C", "C", "C", "C", "C", "C", "C", "C", "C", "H", "H", "H", "H", "H", "H", "H", "H", "H", "H", "H", "H", "H", "H", "H", "H", "H", "H", "H", "H", "H", "H", "H", "H", "H", "H", "H", "H", "H", "H", "H", "H", "H", "H", "H", "H", "H", "H", "H", "H", "H", "H", "H", "H", "H", "H", "H", "H", "H", "H", "H", "H", "H", "H", "H", "H", "H", "H", "H", "H", "H", "H", "H", "H", "H", "H", "H", "H", "H", "H", "H", "H", "H", "H", "H", "H", "H", "H", "H", "H", "H", "H", "H", "H", "H", "H", "H", "H", "H", "H", "H", "H", "H", "H", "H", "H", "H", "H", "H", "H", "H", "H", "H", "H", "H", "H", "H", "H", "H", "H", "H", "H", "H", "H", "H", "H", "H", "H", "H", "H", "H", "H", "H", "H", "H", "H", "H", "H", "H", "H", "H", "H", "H", "H", "H", "H", "H", "H", "H", "H", "H", "H", "H", "H", "H", "H", "H", "H", "H", "H", "H", "H", "H", "H", "H", "H"],
  "coordinates": [[20.1672, 19.9171, 16.3131], [25.9048, 14.0722, 18.5073], [18.2181, 12.8849, 12.5024], [21.8669, 19.1644, 18.1965], [17.6050, 13.9208, 19.2038], [25.2691, 14.4251, 11.8625], [16.9526, 11.4998, 19.6037], [25.2722, 12.3682, 20.3689], [26.6702, 13.9499, 21.0251], [27.1944, 14.3219, 10.1059], [27.0129, 16.2660, 11.0492], [25.6467, 15.7660, 9.5316], [18.3583, 11.4663, 10.3523], [17.5781, 12.5655, 21.4595], [16.3994, 12.1872, 10.7435], [27.4281, 12.2982, 19.8380], [22.2944, 20.7222, 18.1327], [17.1097, 10.5457, 11.7800], [20.0102, 21.4715, 16.6731], [19.0303, 11.7919, 19.8860], [24.6463, 15.5373, 12.5186], [16.2682, 14.2303, 19.6117], [19.3704, 12.2127, 13.0486], [20.8853, 16.1958, 19.7345], [27.1786, 11.3368, 12.5662], [17.1428, 13.0933, 13.4274], [24.3897, 13.6388, 11.0327], [18.5132, 13.9896, 11.5978], [18.5616, 14.7971, 19.8562], [22.6451, 18.5658, 17.2679], [26.2876, 13.7082, 12.6023], [21.9879, 18.6585, 19.5183], [24.7958, 14.8927, 18.8952], [27.1306, 14.7652, 18.2286], [17.8371, 13.3531, 17.8596], [21.3561, 19.9163, 15.5327], [25.5871, 13.0233, 17.5750], [18.8325, 19.5383, 15.8635], [19.6009, 15.9577, 8.6968], [14.7300, 11.6330, 16.5560], [27.1881, 10.5361, 11.5998], [29.6726, 13.7727, 15.7854], [21.3061, 14.2868, 15.6837], [15.4370, 20.5945, 17.3046], [20.7556, 16.1112, 20.8607], [24.5223, 20.7051, 14.1601], [20.3564, 19.1399, 17.6580], [20.7677, 18.1002, 22.4328], [25.7681, 8.6502, 10.6134], [20.6837, 14.2732, 22.6411], [22.2137, 14.8601, 16.7590], [13.2416, 23.0842, 19.1737], [20.6753, 13.0238, 16.2112], [30.8193, 13.2670, 15.0691], [19.6200, 18.1199, 11.9267], [15.0727, 12.8029, 15.6576], [22.7928, 15.7127, 22.3320], [21.8637, 16.8426, 8.1791], [23.3054, 18.7737, 13.1052], [24.3135, 18.6736, 11.9501], [15.1929, 19.1681, 16.7346], [28.4820, 10.0019, 11.1482], [23.9862, 19.2947, 14.3243], [30.0839, 14.4135, 17.0768], [28.2297, 8.5247, 10.8184], [25.8107, 10.1599, 11.0910], [26.5065, 20.2341, 15.8502], [19.9152, 17.1243, 21.6674], [13.8021, 10.1365, 14.6207], [29.3420, 11.3973, 16.5817], [22.3542, 15.4189, 8.1317], [16.5352, 20.4788, 18.3077], [22.1533, 14.0613, 14.4514], [25.4757, 11.0696, 9.8604], [13.4252, 13.2802, 17.9103], [26.3075, 15.2389, 10.5821], [13.5180, 10.8790, 16.0014], [25.3856, 20.7771, 12.8933], [19.7843, 15.2887, 23.4765], [19.7604, 16.4262, 10.0731], [14.1648, 21.1495, 17.9091], [27.0516, 8.1458, 9.9398], [16.2790, 19.3841, 19.3571], [22.1672, 14.0168, 20.5903], [19.0595, 17.8081, 20.6718], [29.0545, 14.9085, 14.9326], [13.7697, 14.4522, 17.0154], [15.8537, 21.5164, 16.1361], [29.5416, 10.1169, 12.2172], [12.5493, 9.6211, 13.9849], [27.5529, 16.8003, 14.5503], [17.4607, 11.7204, 11.3134], [21.5970, 14.9845, 21.6464], [19.1615, 15.5586, 16.2270], [27.7704, 15.5837, 15.4447], [17.8033, 12.3940, 20.1110], [15.9411, 10.7001, 16.6285], [31.6489, 12.2294, 15.8428], [22.4971, 11.6756, 14.9200], [20.3524, 16.8521, 7.8379], [18.1392, 16.0071, 8.4258], [14.4926, 22.3437, 18.8229], [30.7844, 11.0024, 15.9848], [28.9357, 10.8695, 9.9682], [14.0924, 13.9157, 15.6202], [23.3559, 21.6759, 13.9665], [14.8539, 18.0335, 17.7311], [14.4777, 12.2031, 17.9350], [18.9836, 16.2784, 22.5980], [23.2449, 12.9831, 14.5196], [20.3195, 15.3433, 15.2509], [26.3541, 13.1331, 20.0647], [18.1171, 16.4603, 15.6176], [20.0327, 14.5393, 8.5785], [25.2986, 21.1147, 15.3917], [28.7331, 12.6619, 15.8981], [15.9606, 18.0067, 18.7754], [21.5451, 14.3762, 8.8923], [21.6881, 11.8579, 16.1760], [27.7231, 21.0405, 16.2818], [24.7474, 20.1506, 11.6808], [24.7797, 10.3567, 12.0668], [19.2750, 17.7950, 10.4951], [29.8123, 15.6578, 14.6640], [28.4362, 12.5163, 14.8672], [22.7035, 21.3500, 13.1853], [32.5015, 12.0958, 15.2201], [23.1294, 17.6857, 13.3569], [13.2970, 10.0480, 16.6810], [28.0143, 7.9991, 11.8099], [24.5536, 11.3603, 12.2351], [26.2546, 20.2095, 13.1506], [28.6048, 10.6579, 16.4644], [19.5146, 13.8906, 9.2170], [29.1353, 14.6679, 17.5903], [15.2147, 12.4266, 14.6393], [21.4031, 18.6913, 21.7744], [27.8266, 15.7723, 16.4973], [26.0051, 19.4830, 16.5419], [14.2467, 11.3612, 18.5578], [31.5909, 14.0641, 14.8660], [17.6844, 15.3872, 9.2018], [30.7692, 15.1898, 16.8428], [22.7027, 16.0120, 23.3140], [19.9185, 14.3722, 7.5162], [26.7069, 17.4143, 14.8665], [19.6274, 18.5900, 9.8638], [25.8957, 10.7241, 8.9049], [17.2681, 16.5769, 16.2782], [15.1803, 23.0580, 18.3976], [22.3945, 19.2650, 12.7532], [12.4758, 12.9606, 17.4935], [24.3727, 10.9381, 9.7720], [23.7807, 12.8379, 13.5730], [23.0202, 14.3592, 19.9473], [24.8935, 8.5841, 9.9827], [30.6048, 13.6650, 17.6654], [13.5456, 21.5050, 17.1031], [18.4939, 17.0306, 20.2356], [19.8896, 12.7416, 15.5134], [22.4314, 15.1434, 7.0640], [12.6754, 11.5598, 16.0103], [21.2194, 13.5580, 23.2558], [21.3827, 17.5944, 23.0829], [15.3744, 12.6734, 18.2555], [23.7150, 22.6402, 13.7000], [14.4858, 19.2525, 15.8926], [23.8473, 9.9247, 11.7515], [23.3421, 19.3564, 15.2006], [22.3743, 12.1062, 17.0204], [15.3850, 19.6107, 20.0470], [18.4533, 17.4412, 15.2793], [11.7555, 10.4061, 13.8332], [19.5650, 18.3158, 19.9028], [18.3739, 18.4697, 21.1361], [16.9249, 17.5951, 18.3738], [23.2190, 10.8932, 15.0472], [22.4624, 15.0619, 14.2290], [29.5151, 11.6753, 17.6664], [20.9309, 16.2318, 15.1647], [26.9803, 7.0292, 9.9268], [28.2564, 10.9212, 9.1018], [22.6708, 15.7525, 16.4473], [12.9162, 15.1214, 16.9833], [21.8498, 13.3786, 8.5450], [12.6386, 9.1596, 12.9881], [12.8109, 23.5888, 18.3628], [17.4314, 20.3132, 17.7303], [23.5545, 14.9470, 22.3827], [25.7975, 21.7437, 12.8127], [12.4213, 22.3310, 19.4946], [23.8383, 20.7630, 11.3780], [20.3846, 13.1911, 17.2225], [18.7678, 14.5619, 16.4765], [27.3762, 16.4392, 13.5170], [27.8450, 13.0100, 16.4158], [19.0846, 14.6305, 24.0672], [13.8623, 17.9294, 18.1662], [20.3549, 15.9414, 24.1666], [25.4668, 20.3262, 10.7969], [16.5713, 21.0048, 15.5183], [19.4912, 15.9444, 17.1616], [21.1278, 10.9412, 16.4498], [17.7763, 16.0372, 14.7023], [19.9625, 17.8348, 7.8768], [19.2355, 15.7177, 10.7414], [17.1506, 19.2202, 19.9092], [23.1966, 16.4174, 21.6650], [31.2003, 10.2374, 16.5960], [16.1410, 18.9671, 16.2630], [29.1800, 11.8439, 10.4308], [27.5689, 21.8317, 16.9912], [18.2203, 15.8382, 21.9749], [28.4474, 17.4729, 14.5222], [22.8039, 21.7559, 14.9247], [17.8002, 17.0479, 8.5208], [14.4720, 14.7021, 14.9760], [21.9428, 11.3745, 14.0447], [22.0560, 17.2351, 9.1459], [25.0870, 17.9392, 12.2175], [16.7316, 11.2111, 17.1834], [23.3931, 15.3527, 8.4087], [19.4416, 19.1527, 12.1659], [29.2747, 9.8486, 13.2167], [29.8950, 10.4987, 9.5020], [28.5287, 20.4139, 16.6415], [13.2569, 13.4755, 15.0290], [20.1594, 16.6385, 6.7762], [13.6289, 20.3845, 18.5430], [30.3871, 12.8584, 14.1503], [13.3776, 23.7544, 20.0435], [22.9665, 14.2143, 17.1926], [15.6218, 17.2957, 19.5155], [26.9457, 14.9031, 15.2186], [14.5101, 9.3430, 14.8465], [21.7823, 14.4829, 9.9399], [30.4391, 9.5820, 11.9122], [19.9759, 13.7642, 21.9573], [16.3494, 22.4023, 16.5830], [20.5738, 17.7454, 12.2448], [14.9798, 17.1462, 17.0745], [20.0453, 15.0606, 14.2380], [21.2668, 13.6509, 20.0090], [16.0500, 13.1710, 16.0063], [24.8836, 18.7124, 14.5596], [22.4449, 17.4623, 7.4523], [21.4763, 13.6693, 13.6704], [14.3230, 10.8521, 13.9861], [20.0801, 18.7487, 22.9223], [16.6515, 21.4461, 18.8307], [24.6285, 21.1514, 16.2190], [15.6419, 9.7835, 17.1254], [22.4865, 13.0987, 21.0701], [17.8465, 15.5158, 7.4764], [29.1927, 8.0608, 10.4749], [28.2167, 21.4895, 15.3854], [15.0045, 21.9433, 19.7014], [31.9788, 12.4734, 16.9116], [27.0681, 8.4923, 8.9081], [29.7875, 11.2143, 12.2710], [20.8437, 16.3593, 10.2585], [13.2278, 13.6192, 18.9128], [26.9156, 19.6431, 15.0024], [16.2520, 10.3874, 15.5796], [28.7914, 14.5133, 13.9107], [12.0694, 8.8828, 14.6290], [25.6366, 12.1399, 10.0030], [23.9540, 13.2528, 15.3065], [30.6292, 10.4739, 15.0198], [18.8989, 17.5440, 12.5865], [23.8767, 18.2440, 11.0541], [18.5281, 17.0257, 23.2857], [25.0511, 9.9064, 12.9968], [14.9405, 21.8387, 15.5241], [25.6216, 8.1131, 11.5837], [25.6623, 22.1200, 15.1985], [18.1909, 17.8519, 10.3359], [21.6064, 15.1400, 17.6271], [14.6737, 14.9495, 17.3729]],
  "forces_ev_per_angstrom": [[-2.2, -0.6, 0.8], [0.5, -1.2, 0.9], [-0.1, -0.3, -0.6], [-3.0, 1.4, 2.8], [0.7, -1.6, 0.7], [0.7, 0.6, -1.0], [-0.7, -0.2, 0.7], [0.8, 0.3, 0.5], [0.0, 0.3, 1.1], [-0.4, 0.3, -0.1], [0.5, 0.1, 0.7], [-0.4, -0.7, 0.1], [0.7, 0.1, -0.7], [0.5, -0.6, -1.8], [-1.7, 1.6, -0.9], [-1.1, 0.7, 0.3], [-0.4, -0.9, 0.7], [-0.1, -1.2, 1.4], [-0.1, -0.5, 0.1], [-0.7, 1.1, 0.9], [-0.4, 0.5, 0.8], [-1.4, 0.7, -1.0], [0.4, 0.0, 0.1], [0.0, 0.3, -3.1], [0.3, -3.2, -3.6], [-0.6, 0.5, 0.7], [-0.4, -0.5, 0.2], [0.1, 0.2, 0.3], [0.7, 0.1, -1.3], [4.8, -2.8, -4.3], [-0.3, 0.0, 0.3], [-0.5, 1.1, 0.6], [-0.7, 0.6, 0.3], [0.9, 0.7, -0.1], [-0.3, 1.7, 1.1], [-0.7, 0.3, -1.5], [-0.2, -0.5, -0.7], [1.7, 1.0, -0.5], [-1.8, 0.2, 0.6], [0.2, -0.2, -0.6], [-1.4, 3.2, 4.6], [-0.1, 2.8, -0.2], [1.5, -0.1, 0.8], [-1.2, -0.6, -1.0], [1.0, -0.8, 4.5], [-0.6, 0.7, -1.1], [0.1, 1.3, 1.3], [0.1, 0.3, -1.8], [1.1, 0.6, 1.6], [-2.1, 1.7, -1.0], [-1.3, -0.4, 1.3], [-1.6, -1.8, 2.6], [1.0, -1.1, -2.0], [2.9, 0.6, -0.1], [-2.0, -1.7, 1.2], [2.0, -0.3, -0.5], [-0.2, -2.2, -1.9], [-0.4, -0.2, -1.3], [0.5, -2.6, -0.7], [0.0, 1.2, -0.1], [-0.8, 0.6, -0.3], [0.3, -1.2, -1.1], [0.3, 1.0, 0.9], [-1.4, -1.5, 0.6], [0.5, -1.7, 1.0], [1.3, -0.9, -3.8], [-1.2, -1.2, -1.0], [-0.9, -0.8, 0.0], [0.5, 1.7, 1.1], [2.5, 2.5, 0.2], [0.9, -0.8, -1.5], [0.1, 0.3, 1.0], [-0.3, -1.3, -1.1], [-0.6, -0.3, -0.5], [-0.8, 0.2, -0.4], [0.6, 0.2, -0.8], [0.7, -1.4, -0.4], [0.0, -1.5, 1.3], [0.0, -0.9, -0.1], [0.9, -0.5, 2.7], [0.5, 0.3, 1.4], [-0.9, -0.4, 0.3], [-2.9, -0.3, -0.3], [-1.5, -0.2, -0.9], [-0.3, -0.4, -0.1], [-0.6, -0.3, -1.5], [0.5, -0.5, -0.6], [-1.0, 0.6, 0.6], [0.5, 2.3, -0.1], [-2.0, 0.2, -0.4], [0.6, 0.4, -0.5], [1.4, -0.7, -0.2], [1.4, 0.3, 0.2], [0.3, -1.1, -1.0], [0.5, -0.6, -1.0], [1.2, -1.5, 0.9], [-0.3, 0.0, -1.4], [-1.3, -0.3, 1.2], [0.8, 0.9, -0.8], [1.7, 0.5, -1.8], [-0.8, -0.5, -0.3], [0.1, -0.6, 0.1], [-2.3, -0.6, -0.6], [1.0, 0.2, -0.9], [-1.3, -0.3, -0.4], [0.2, -0.6, 1.7], [1.5, 0.1, -1.4], [-0.7, -0.2, -0.9], [1.1, 0.4, 0.7], [-0.8, -0.1, 1.6], [0.1, 0.1, 0.8], [-0.3, -1.0, -2.2], [0.0, 0.3, -0.4], [2.9, 0.6, -0.9], [1.4, 0.1, -0.5], [-0.6, -0.9, 0.6], [0.7, -0.5, -0.6], [-0.4, 0.6, -0.8], [0.0, 0.5, 1.6], [0.7, 0.1, -0.8], [0.0, 0.6, -1.8], [-0.9, -0.2, 1.9], [-0.8, 0.5, -1.1], [0.3, -0.3, 0.8], [-0.2, -0.6, -0.3], [-0.3, -0.5, -0.3], [0.9, -0.5, -0.2], [-0.5, 1.1, -0.1], [0.0, 0.5, 0.4], [0.4, 0.7, -1.0], [-0.1, 1.8, 0.3], [0.6, -0.8, 0.1], [-0.7, -1.2, 0.2], [-1.4, -0.6, 0.7], [0.8, 0.3, -0.1], [0.2, 0.0, 0.4], [-0.1, 0.0, -0.1], [-0.2, 0.4, 0.3], [1.4, 0.9, -0.3], [-0.2, -0.3, 0.5], [-1.4, -0.2, -0.2], [-0.1, 0.2, 0.1], [0.3, 0.9, -0.1], [-0.8, 1.1, 1.9], [-0.3, -0.7, -0.2], [0.0, -0.3, 0.0], [0.6, 0.4, -0.5], [0.2, 0.0, 0.4], [-0.2, 0.1, 0.2], [0.4, 0.1, -0.5], [0.0, 0.0, 0.6], [-0.3, -0.6, 0.4], [0.7, 0.2, 0.0], [-0.4, 0.4, 0.3], [-1.0, 0.1, 0.6], [-0.2, -0.2, 0.0], [-0.1, 0.1, 0.1], [-0.4, -0.3, -0.4], [-0.9, -0.7, -0.9], [-0.5, 0.4, 0.2], [-0.5, -0.1, 0.2], [0.0, 0.0, -0.4], [0.2, 0.1, 0.0], [1.2, -0.7, 1.9], [0.9, 0.0, 0.2], [0.7, 0.7, -0.2], [-0.1, 0.2, 0.5], [-0.2, -0.5, -0.4], [0.1, -0.3, -0.1], [-0.1, -0.7, -0.5], [1.5, 0.3, -0.8], [0.3, 0.0, 0.6], [0.9, -0.4, 0.3], [0.8, 0.7, -0.8], [-0.4, 0.6, 0.8], [-0.9, 0.2, 0.0], [0.5, -0.5, 0.4], [0.6, 0.4, -0.6], [-0.5, -0.6, -1.0], [0.1, 0.5, -0.1], [0.2, 0.9, -0.2], [-0.1, 0.2, 0.7], [0.6, 1.1, -0.9], [0.1, 0.3, 0.1], [-0.2, 0.2, 0.3], [0.5, 0.1, 0.5], [-0.4, 1.0, -1.2], [0.4, -0.4, -0.1], [0.3, -0.4, -0.1], [-0.2, 1.6, -0.4], [1.2, 1.1, -0.3], [0.9, -0.8, 0.3], [-0.7, 0.2, 0.5], [-0.3, 0.6, -0.3], [0.0, 0.4, 0.5], [-0.1, 0.0, 0.3], [0.7, 0.9, -0.4], [-0.1, 0.7, -0.1], [0.0, -0.8, -0.1], [-0.9, -0.6, 1.4], [0.2, -0.3, -0.1], [0.6, 0.6, 0.8], [0.3, 0.5, -0.1], [-0.6, -0.8, -0.8], [-0.6, 1.0, 0.7], [0.5, 0.0, -0.5], [1.2, 0.5, 1.1], [0.5, 1.3, -0.6], [0.5, -0.4, 0.8], [0.5, -0.4, 0.0], [-0.4, -0.1, -0.8], [-0.3, 0.3, 0.4], [-0.2, -0.4, 0.0], [-0.6, -0.5, 0.1], [0.3, -0.2, -0.7], [0.0, -0.5, -0.4], [0.3, 0.0, -0.1], [-0.8, -0.1, -0.2], [0.0, 0.8, 0.8], [0.3, 0.7, 0.0], [-0.1, -0.1, -0.3], [0.4, 0.1, 0.6], [0.3, 0.5, 0.0], [-0.5, -0.6, 0.5], [-0.9, 0.0, 0.9], [-0.1, -0.4, 0.5], [-0.3, 0.8, 0.7], [0.3, -0.7, 0.3], [0.7, 0.6, -1.0], [0.6, -0.1, -0.1], [0.0, -0.2, -0.6], [0.1, -0.6, -0.6], [0.3, 0.0, 0.7], [-0.1, 0.0, 0.5], [-0.1, -0.2, -0.2], [-0.2, -0.3, 0.5], [-0.1, 0.0, -0.1], [0.2, -0.4, 0.7], [-0.4, -0.5, -0.3], [0.8, 0.2, -0.1], [-0.2, 0.3, 0.4], [-0.6, -0.1, 0.1], [1.1, 0.5, 0.0], [-0.2, -0.3, 0.0], [-0.3, -0.2, -0.1], [-0.7, -0.4, 0.5], [-0.1, 0.6, 0.3], [-0.1, -0.2, -0.3], [-0.4, 0.5, 0.6], [0.0, -0.5, -0.6], [-0.9, 0.1, 0.4], [-0.1, 0.0, 0.3], [0.2, 0.0, 0.5], [0.6, 0.7, 0.3], [-0.8, 0.6, 0.1], [-0.7, 0.0, 0.4], [-0.4, 0.2, 0.2], [-0.3, 0.4, -1.8], [0.4, 0.1, -0.1], [0.1, -1.0, 0.1], [-0.7, -0.1, 0.4], [0.0, 0.0, 0.5], [-0.6, 0.1, 0.4], [-0.3, 0.8, 1.3], [0.3, -0.3, 1.0], [0.0, -0.1, 0.0], [0.2, -0.3, 0.2], [0.3, -0.2, -0.2], [0.1, 0.6, 0.2], [0.7, 0.6, -0.5], [-0.3, 0.1, -0.1], [0.1, -0.5, -0.5], [0.1, -0.4, 0.9], [1.3, -0.6, 1.0], [-0.1, -0.1, -0.9], [-0.1, 0.2, -0.1], [0.1, 0.0, 0.4], [-0.2, -0.1, -0.3], [-0.1, 0.2, 0.2]]
}